{"formula": "C6H12Cl6", "method": "the ωB97M-V functional and the def2-TZVPD basis", "relative_energy_kj_mol": 10.9, "orbital_gap_ev": 11.272, "max_force_ha_per_bohr": 0.0187, "charge": 0, "smiles": "ClCCCl.ClCCCl.ClCCCl", "homo_energy_ev": -10.7, "spin_multiplicity": 1, "species": ["Cl", "C", "C", "Cl", "H", "H", "H", "H", "Cl", "C", "C", "Cl", "H", "H", "H", "H", "Cl", "C", "C", "Cl", "H", "H", "H", "H"], "positions_angstrom": [[1.27474, -3.79466, -1.03330], [0.56879, -2.55962, -2.10202], [1.41964, -1.31669, -2.16556], [2.90194, -1.55958, -3.11944], [-0.41124, -2.28984, -1.71385], [0.45100, -3.02121, -3.07883], [1.73521, -1.04512, -1.15942], [0.86208, -0.48990, -2.59940], [0.92676, 0.95458, 2.38951], [1.69211, 2.24920, 1.41899], [2.16257, 1.67073, 0.10854], [2.86804, 2.97634, -0.89932], [2.48525, 2.70373, 2.00407], [0.91272, 2.98992, 1.25678], [1.32785, 1.24225, -0.43997], [2.94246, 0.92466, 0.23027], [-1.37382, -0.93702, 0.52723], [-3.08496, -0.56302, 0.89346], [-3.17451, 0.51138, 1.96106], [-2.72896, 2.12259, 1.27345], [-3.54349, -1.48237, 1.24980], [-3.55017, -0.23695, -0.03155], [-2.46166, 0.30677, 2.75158], [-4.20236, 0.64382, 2.27794]], "nbo_charge": [-0.059, -0.393, -0.392, -0.057, 0.231, 0.224, 0.219, 0.224, -0.068, -0.378, -0.379, -0.066, 0.224, 0.225, 0.218, 0.223, -0.072, -0.382, -0.371, -0.082, 0.225, 0.226, 0.232, 0.226]}

=====

{"formula": "C43H84Br2FNO12PS", "method": "the ωB97M-V functional and the def2-TZVPD basis", "orbital_gap_ev": 9.179, "max_force_ha_per_bohr": 0.0237, "charge": 1, "homo_energy_ev": -11.1, "spin_multiplicity": 1, "species": ["C", "C", "C", "C", "C", "C", "S", "C", "C", "C", "C", "C", "P", "C", "C", "C", "N", "C", "C", "C", "F", "C", "C", "C", "C", "C", "C", "C", "C", "Br", "C", "C", "Br", "H", "H", "H", "H", "H", "H", "H", "H", "H", "H", "H", "H", "H", "H", "H", "H", "H", "H", "H", "H", "H", "H", "H", "H", "H", "H", "H", "H", "H", "H", "H", "H", "H", "H", "H", "H", "H", "H", "H", "H", "H", "H", "H", "H", "H", "H", "H", "H", "H", "H", "H", "H", "C", "C", "O", "C", "O", "O", "C", "H", "H", "H", "H", "H", "H", "H", "H", "C", "C", "O", "C", "O", "O", "C", "H", "H", "H", "H", "H", "H", "H", "H", "C", "C", "O", "C", "O", "O", "C", "H", "H", "H", "H", "H", "H", "H", "H", "C", "C", "O", "C", "O", "O", "C", "H", "H", "H", "H", "H", "H", "H", "H"], "positions_angstrom": [[-2.38864, 2.49626, 5.02595], [-2.20373, 2.82658, 3.53924], [-1.76440, 1.63137, 2.70343], [-1.53077, 2.03087, 1.24487], [-0.67661, 1.09398, 0.37733], [-1.44716, -0.24263, 0.26441], [-2.93656, -0.24521, -0.75756], [-4.26492, -0.08786, 0.47766], [-5.47126, 0.64619, -0.11189], [-0.46279, 1.78464, -0.96626], [0.50762, 1.19689, -1.99218], [0.71402, 2.22437, -3.09520], [-0.09743, -0.47208, -2.70287], [1.23340, -0.80329, -3.91384], [-1.48243, 0.10765, -3.77218], [-1.19686, 0.45541, -5.23036], [1.84131, 0.89726, -1.29673], [2.76800, 2.06457, -1.11229], [3.88871, 2.10049, -2.13756], [5.08465, 2.92390, -1.65672], [6.23566, 2.15146, -1.77308], [1.63819, 0.08912, -0.02153], [2.98927, -0.37494, 0.55327], [3.04238, -1.90083, 0.70471], [3.34745, -2.64948, -0.60859], [2.39076, -3.80657, -0.86093], [4.81584, -3.09703, -0.70069], [0.70393, 0.73349, 1.01990], [1.34855, 1.72915, 1.97832], [1.47881, 3.55472, 1.49766], [1.76465, 1.34702, 3.21552], [1.67216, -0.04005, 3.79647], [2.43023, 2.55753, 4.47338], [-3.44132, 2.45338, 5.29887], [-1.89473, 3.21968, 5.66964], [-1.96417, 1.51856, 5.26747], [-3.15780, 3.17359, 3.13731], [-1.47933, 3.63320, 3.42136], [-0.88182, 1.18367, 3.15614], [-2.54769, 0.87461, 2.77558], [-2.51299, 2.08620, 0.76473], [-1.14276, 3.04468, 1.22154], [-0.82494, -1.02549, -0.16069], [-1.73038, -0.56765, 1.26511], [-4.53874, -1.09206, 0.79754], [-3.86269, 0.43196, 1.33890], [-5.83221, 1.41006, 0.57335], [-6.28225, -0.04100, -0.33495], [-5.21249, 1.14708, -1.04468], [-0.09712, 2.79026, -0.74010], [-1.42694, 1.91811, -1.45935], [-0.20798, 2.30783, -3.65938], [0.93800, 3.21807, -2.70484], [1.50889, 1.95301, -3.78417], [2.00721, -1.40486, -3.43866], [1.69141, 0.07810, -4.36137], [0.79924, -1.38806, -4.71853], [-2.22471, -0.68807, -3.71578], [-1.92017, 0.97032, -3.26522], [-0.98448, -0.43991, -5.80934], [-2.07506, 0.91914, -5.67863], [-0.35502, 1.13367, -5.35306], [2.34349, 0.27109, -1.92774], [3.19355, 1.96858, -0.11633], [2.17915, 2.97561, -1.10236], [4.25650, 1.08626, -2.31522], [3.53725, 2.49030, -3.09060], [5.22173, 3.83105, -2.24341], [4.98145, 3.21280, -0.60849], [1.10102, -0.79222, -0.36762], [3.16210, 0.10863, 1.51314], [3.80839, -0.05765, -0.09633], [2.07078, -2.23123, 1.08642], [3.76677, -2.17064, 1.47145], [3.18877, -1.93921, -1.42848], [2.55031, -4.20631, -1.86606], [1.34978, -3.47996, -0.81333], [2.54410, -4.63215, -0.16704], [5.26544, -2.81664, -1.65209], [5.42689, -2.64556, 0.08026], [4.89550, -4.17812, -0.61143], [0.46371, -0.11071, 1.66730], [1.77649, -0.82272, 3.04944], [2.43563, -0.18430, 4.55500], [0.70704, -0.16508, 4.29304], [-6.67715, 8.22406, 0.43333], [-7.04217, 7.24897, -0.66204], [-5.87251, 6.64315, -1.25068], [-5.34057, 5.64898, -0.56211], [-5.74188, 5.18756, 0.47262], [-4.25131, 5.22414, -1.21291], [-3.56120, 4.17539, -0.54002], [-5.97753, 8.97126, 0.05891], [-7.57326, 8.73420, 0.78468], [-6.22094, 7.70968, 1.27772], [-7.52539, 7.75217, -1.49569], [-7.70237, 6.46329, -0.29878], [-4.24666, 3.36572, -0.29244], [-3.08916, 4.54431, 0.37003], [-2.80372, 3.81941, -1.23354], [2.01709, 4.96491, 7.32903], [0.61339, 4.42823, 7.14356], [-0.09016, 4.34211, 8.39006], [-0.59505, 5.49531, 8.82953], [-0.53308, 6.55143, 8.26062], [-1.17274, 5.27254, 10.00210], [-1.73714, 6.43582, 10.62024], [2.55396, 4.37062, 8.06887], [2.56641, 4.93177, 6.38717], [1.99433, 5.99819, 7.67060], [0.63490, 3.40571, 6.77178], [0.04246, 5.03797, 6.44330], [-2.41274, 6.94330, 9.93656], [-0.94928, 7.11946, 10.92937], [-2.27702, 6.06792, 11.48608], [1.36272, -10.77513, -1.73221], [1.46459, -9.47574, -2.49707], [0.28220, -8.66561, -2.33400], [0.21447, -7.97894, -1.20456], [1.05059, -7.92256, -0.34517], [-0.90649, -7.25529, -1.23381], [-1.15306, -6.47037, -0.06482], [0.45885, -11.31367, -2.01653], [2.22467, -11.40233, -1.95717], [1.33863, -10.59517, -0.65869], [1.51939, -9.64913, -3.56910], [2.33444, -8.89459, -2.19535], [-0.27510, -5.88379, 0.19779], [-1.42680, -7.10972, 0.77205], [-1.98217, -5.81893, -0.32344], [3.59071, -6.45731, -7.50173], [3.56221, -5.16042, -6.72682], [2.22532, -4.81137, -6.31256], [1.77836, -5.44720, -5.22831], [2.41459, -6.21062, -4.55254], [0.49652, -5.14423, -5.06234], [-0.13546, -5.87382, -3.99835], [2.90272, -6.40869, -8.34525], [4.59504, -6.63818, -7.88307], [3.30688, -7.29485, -6.86693], [3.87480, -4.32301, -7.34906], [4.20793, -5.20736, -5.84984], [0.42962, -5.75669, -3.07694], [-0.20060, -6.92933, -4.24929], [-1.12992, -5.45638, -3.88281]], "mulliken_charge": [-1.235, -0.590, -0.490, -1.468, 1.494, -1.702, -0.101, 0.543, -1.564, -1.904, 1.406, -2.127, 0.617, -1.570, -0.461, -1.524, 1.223, -1.377, -0.675, -0.500, -0.323, 0.381, -0.853, -2.217, 2.655, -2.164, -1.585, 0.089, -0.922, -0.018, 0.574, -1.099, -0.130, 0.406, 0.124, 0.381, 0.203, 0.378, -0.239, 0.288, 0.669, 0.791, 0.219, 0.962, 0.580, -0.419, 0.407, 0.341, 0.391, 0.572, 0.315, 0.548, 0.479, 0.237, 0.338, 0.351, 0.660, 0.611, 0.211, 0.403, 0.400, 0.335, 0.281, 0.682, 0.580, 0.291, 0.550, 0.362, 0.271, -0.508, 0.586, 0.455, 0.368, 0.633, -1.032, 0.628, 0.230, 0.517, 0.379, 0.400, 0.370, 0.799, 0.051, 0.545, 0.290, -1.079, -0.181, -0.398, 0.721, -0.567, -0.416, -0.360, 0.295, 0.356, 0.306, 0.296, 0.309, 0.210, 0.318, 0.110, -1.356, 0.067, -0.425, 0.768, -0.555, -0.348, -0.641, 0.328, 0.321, 0.403, 0.273, 0.332, 0.302, 0.294, 0.225, -1.203, -0.158, -0.303, 0.772, -0.570, -0.305, -0.609, 0.300, 0.375, 0.318, 0.331, 0.307, 0.198, 0.327, 0.232, -1.104, -0.166, -0.381, 0.801, -0.561, -0.371, -0.420, 0.302, 0.367, 0.298, 0.306, 0.280, 0.041, 0.344, 0.289]}

=====

{"formula": "C5H4N2", "method": "the ωB97M-V functional and the def2-TZVPD basis", "relative_energy_kj_mol": 325.6, "orbital_gap_ev": 9.897, "max_force_ha_per_bohr": 0.0644, "charge": 0, "smiles": "C#CC1=NN=CC1", "homo_energy_ev": -9.8, "spin_multiplicity": 1, "species": ["C", "C", "C", "C", "C", "H", "H", "H", "H", "N", "N"], "positions_angstrom": [[2.79627, -0.30737, -0.01354], [1.62807, -0.53690, 0.02558], [0.21813, -0.48984, 0.02820], [-1.96727, 0.08479, -0.10097], [-0.65680, 0.76583, 0.06017], [3.90184, -0.25145, -0.22696], [-2.79290, 0.71643, -0.19544], [-0.54401, 1.33292, 1.02543], [-0.24094, 1.42547, -0.65681], [-0.47856, -1.55491, 0.04198], [-1.86382, -1.18497, 0.01235]], "nbo_charge": [-0.160, -0.072, 0.166, 0.073, -0.544, 0.255, 0.202, 0.270, 0.257, -0.213, -0.234]}

=====

{"formula": "C5H10N2", "method": "the ωB97M-V functional and the def2-TZVPD basis", "relative_energy_kj_mol": 562.4, "orbital_gap_ev": 7.716, "max_force_ha_per_bohr": 0.1084, "charge": 0, "homo_energy_ev": -7.1, "spin_multiplicity": 1, "species": ["C", "C", "C", "C", "C", "N", "N", "H", "H", "H", "H", "H", "H", "H", "H", "H", "H"], "positions_angstrom": [[0.11142, 3.08397, 0.29506], [0.09612, 1.86124, 0.85367], [-0.83038, -0.38856, 0.91490], [-0.81260, 0.84854, 0.35683], [0.78435, -1.66414, 0.24940], [-0.19121, -2.30311, -1.77644], [0.97286, -1.88615, -1.00922], [0.87636, 3.65107, 0.75874], [-0.37536, 3.27944, -0.55318], [0.61149, 1.55882, 1.84476], [-0.18569, -0.59712, 1.76832], [-1.54845, -1.20756, 0.77676], [-1.46739, 1.21202, -0.41059], [1.69568, -1.34244, 0.72325], [-0.78733, -1.47902, -1.91204], [-0.72563, -2.95237, -1.34349], [1.77576, -1.67461, -1.53673]], "nbo_charge": [-0.433, -0.179, -0.361, -0.320, -0.078, -0.659, -0.396, 0.200, 0.189, 0.197, 0.211, 0.217, 0.198, 0.131, 0.352, 0.357, 0.376]}

=====

{"formula": "C41H32Co2N2O5P", "method": "the ωB97M-V functional and the def2-TZVPD basis", "relative_energy_kj_mol": 110.9, "orbital_gap_ev": 5.272, "max_force_ha_per_bohr": 0.0615, "charge": -1, "homo_energy_ev": -2.7, "spin_multiplicity": 1, "species": ["C", "C", "C", "C", "C", "N", "C", "C", "N", "C", "C", "H", "H", "H", "H", "H", "H", "H", "H", "H", "H", "O", "C", "Co", "C", "O", "C", "O", "C", "C", "C", "C", "C", "C", "C", "C", "C", "Co", "C", "O", "C", "O", "P", "C", "C", "C", "C", "C", "C", "C", "C", "C", "C", "C", "C", "C", "C", "C", "C", "C", "C", "H", "H", "H", "H", "H", "H", "H", "H", "H", "H", "H", "H", "H", "H", "H", "H", "H", "H", "H", "H", "H", "H"], "positions_angstrom": [[-3.69199, -4.48425, 2.47820], [-3.00443, -5.70857, 2.50889], [-1.60590, -5.72494, 2.50101], [-0.90604, -4.51191, 2.44612], [0.55669, -4.43140, 2.41206], [1.20991, -3.28259, 2.35980], [2.65729, -3.62514, 2.43493], [2.75273, -5.15128, 2.43608], [1.35734, -5.52427, 2.46038], [-1.59269, -3.29054, 2.44688], [-2.98845, -3.26670, 2.44879], [-4.78313, -4.47027, 2.47897], [-3.56681, -6.64508, 2.53380], [-1.07458, -6.67186, 2.53791], [3.16495, -3.19939, 1.55114], [3.11494, -3.20736, 3.35375], [3.25297, -5.52094, 1.53969], [3.28148, -5.48925, 3.32890], [1.03145, -6.45775, 2.20162], [-1.01261, -2.37087, 2.44755], [-3.51287, -2.30703, 2.42533], [-2.18456, -2.84134, -2.48119], [-1.68631, -1.80616, -2.37493], [-0.76353, -0.35919, -1.94015], [0.42060, -0.22471, -3.23341], [1.21135, -0.04130, -4.06402], [-1.69862, 0.97542, -2.51972], [-2.35564, 1.85789, -2.87428], [-0.66777, -0.11973, -0.04306], [0.44083, -0.88898, -0.48300], [0.69424, -2.24606, -0.59733], [1.53886, -2.84741, -1.58732], [1.27360, -4.16730, -2.03160], [1.97237, -4.69402, -3.11835], [2.97208, -3.93324, -3.74858], [3.26574, -2.63855, -3.30036], [2.55285, -2.11439, -2.22638], [0.80777, 0.92547, 0.03467], [2.32278, 1.19260, -0.76506], [3.37120, 1.26689, -1.28441], [1.16134, 0.95859, 1.72733], [1.44555, 0.86316, 2.85731], [-0.14968, 2.94954, -0.13280], [-0.03888, 3.86353, -1.72805], [-0.52643, 5.15946, -1.97186], [-0.38954, 5.74181, -3.23812], [0.25232, 5.06358, -4.27896], [0.76814, 3.79230, -4.03581], [0.62533, 3.22059, -2.77617], [-1.92608, 2.90935, 0.30672], [-2.97529, 3.40411, -0.47832], [-4.30353, 3.15904, -0.12826], [-4.61821, 2.45222, 1.03386], [-3.58477, 1.98103, 1.84307], [-2.25763, 2.22408, 1.48726], [0.58178, 4.11527, 1.08046], [-0.11385, 4.67314, 2.16210], [0.55841, 5.40407, 3.14502], [1.93469, 5.61751, 3.05029], [2.63505, 5.09243, 1.96211], [1.96003, 4.36395, 0.98225], [-1.38222, -0.32857, 0.74877], [0.02752, -2.86180, -0.00033], [0.47635, -4.70903, -1.51680], [1.73852, -5.70901, -3.46473], [3.53282, -4.36027, -4.58248], [4.04987, -2.04090, -3.77198], [2.77323, -1.12463, -1.83327], [-1.02126, 5.71935, -1.17773], [-0.79237, 6.73590, -3.43138], [0.35442, 5.50753, -5.26802], [1.28260, 3.23348, -4.81933], [1.06355, 2.23626, -2.59889], [-2.77473, 4.00316, -1.36366], [-5.10533, 3.52327, -0.76936], [-5.65593, 2.27204, 1.31276], [-3.79475, 1.40698, 2.74715], [-1.46391, 1.83135, 2.12763], [-1.18703, 4.52250, 2.26228], [0.00932, 5.80412, 3.99745], [2.46180, 6.19053, 3.81200], [3.71361, 5.23826, 1.87944], [2.52700, 3.94625, 0.14770]], "mulliken_charge": [-0.435, -0.698, -0.399, 0.703, 0.100, -0.400, -0.383, -0.579, -0.220, -0.401, -0.600, 0.359, 0.365, 0.317, 0.188, 0.340, 0.327, 0.270, 0.210, 0.541, 0.440, -0.423, 0.104, -0.331, 0.217, -0.417, 0.746, -0.456, 0.148, 0.405, -0.781, 0.905, -0.731, -0.726, -0.433, -0.586, -0.347, 0.410, 0.068, -0.516, 0.067, -0.514, 0.991, 0.083, -0.423, -0.685, -0.569, -0.807, 0.282, 0.524, -0.810, -0.572, -0.649, -0.697, -0.723, 0.466, -0.249, -0.626, -0.476, -0.643, -0.391, 0.490, 0.530, 0.468, 0.358, 0.349, 0.417, 0.449, 0.446, 0.369, 0.375, 0.446, -0.300, 0.382, 0.374, 0.356, 0.436, 0.485, 0.293, 0.383, 0.355, 0.376, 0.283]}

=====

{"formula": "C3H6N4", "method": "the ωB97M-V functional and the def2-TZVPD basis", "relative_energy_kj_mol": 349.9, "orbital_gap_ev": 9.239, "max_force_ha_per_bohr": 0.0583, "charge": 0, "smiles": "N/N=C(\\N)[C@@H]1C=N1", "homo_energy_ev": -8.4, "spin_multiplicity": 1, "species": ["N", "C", "N", "N", "C", "C", "N", "H", "H", "H", "H", "H", "H"], "positions_angstrom": [[-0.31041, -1.07666, -0.20344], [-0.13212, 0.21859, -0.18913], [-1.58556, -1.53531, -0.05006], [-1.05569, 1.21285, 0.00825], [2.22413, -0.47259, 0.04716], [1.26818, 0.62131, -0.27368], [2.16212, 0.41115, 0.92013], [-1.86685, -1.55701, 0.92985], [-2.26758, -0.99044, -0.57248], [-0.69448, 2.06436, 0.42339], [-1.99154, 0.92759, 0.25926], [2.71348, -1.31342, -0.44042], [1.53633, 1.48958, -0.85882]], "nbo_charge": [-0.343, 0.379, -0.680, -0.825, 0.127, -0.236, -0.303, 0.343, 0.321, 0.403, 0.385, 0.236, 0.194]}